[1]
{
  "formula": "C52H50F9HfN6OPS2Se2Si",
  "method": "wB97M-V/def2-TZVPD",
  "total_energy_ev": -261010.5313,
  "gap_ev": 6.79,
  "total_charge": 2,
  "lumo_energy_ev": -5.95,
  "largest_force_ev_per_a": 3.4,
  "e_homo_ev": -12.7,
  "species": ["Hf", "Se", "Se", "C", "C", "C", "C", "C", "N", "C", "C", "C", "C", "C", "N", "H", "H", "H", "H", "H", "H", "H", "H", "C", "C", "N", "C", "C", "C", "S", "N", "C", "O", "C", "C", "C", "C", "C", "C", "H", "H", "H", "H", "H", "H", "H", "H", "H", "H", "H", "H", "H", "H", "H", "C", "Si", "C", "C", "H", "H", "H", "H", "H", "H", "H", "H", "H", "N", "C", "S", "C", "C", "C", "N", "C", "C", "H", "H", "H", "H", "H", "H", "F", "C", "F", "F", "C", "C", "C", "C", "C", "C", "P", "C", "C", "C", "C", "C", "C", "C", "F", "F", "F", "C", "C", "C", "C", "C", "C", "C", "F", "F", "F", "H", "H", "H", "H", "H", "H", "H", "H", "H", "H", "H", "H"],
  "coordinates": [[0.998, -0.195, 1.197], [4.511, -2.454, 2.187], [2.370, -3.174, 1.744], [2.379, -2.987, -0.180], [2.836, -4.009, -0.991], [2.778, -3.822, -2.366], [2.286, -2.620, -2.852], [1.872, -1.651, -1.956], [1.900, -1.832, -0.633], [4.245, -0.766, 3.070], [5.176, -0.504, 4.066], [5.184, 0.742, 4.665], [4.296, 1.698, 4.196], [3.405, 1.341, 3.206], [3.324, 0.112, 2.665], [3.214, -4.923, -0.555], [3.107, -4.603, -3.038], [2.223, -2.429, -3.915], [1.500, -0.698, -2.306], [5.878, -1.272, 4.357], [5.871, 0.964, 5.470], [4.295, 2.704, 4.589], [2.749, 2.083, 2.786], [5.013, 0.067, -3.299], [4.723, 1.384, -2.588], [3.307, 1.746, -2.662], [2.883, 2.395, -3.912], [2.995, 3.913, -3.808], [2.458, 1.630, -1.646], [3.041, 1.079, -0.103], [1.211, 2.076, -1.860], [0.131, 1.833, -1.175], [-0.032, 0.857, -0.334], [-1.011, 2.742, -1.388], [-1.138, 3.449, -2.585], [-2.207, 4.309, -2.768], [-3.138, 4.485, -1.751], [-3.009, 3.791, -0.555], [-1.958, 2.910, -0.376], [6.086, -0.119, -3.288], [4.687, 0.093, -4.339], [4.513, -0.763, -2.798], [5.292, 2.193, -3.049], [5.018, 1.316, -1.547], [1.859, 2.111, -4.132], [3.525, 2.026, -4.710], [2.378, 4.284, -2.990], [2.656, 4.375, -4.734], [4.027, 4.222, -3.635], [-0.401, 3.309, -3.364], [-2.315, 4.846, -3.700], [-3.965, 5.169, -1.889], [-3.739, 3.935, 0.232], [-1.849, 2.360, 0.551], [-1.701, -0.040, 4.056], [-0.266, -1.125, 3.394], [-0.945, -2.898, 3.259], [1.066, -1.197, 4.766], [-2.549, -0.681, 4.312], [-2.057, 0.716, 3.354], [-1.423, 0.478, 4.975], [-1.251, -3.235, 4.253], [-0.212, -3.618, 2.891], [-1.821, -2.971, 2.614], [0.603, -1.471, 5.717], [1.588, -0.249, 4.918], [1.823, -1.958, 4.553], [0.916, 7.131, 3.261], [0.610, 6.081, 4.034], [0.249, 6.270, 5.631], [0.596, 4.737, 3.390], [0.759, 4.548, 2.017], [0.767, 3.267, 1.499], [0.613, 2.166, 2.238], [0.433, 2.349, 3.559], [0.419, 3.585, 4.160], [0.909, 8.046, 3.682], [1.208, 7.047, 2.303], [0.874, 5.369, 1.324], [0.930, 3.137, 0.440], [0.309, 1.455, 4.154], [0.272, 3.681, 5.226], [-1.601, -8.213, 1.016], [-2.539, -7.337, 1.404], [-3.733, -7.815, 1.034], [-2.520, -7.295, 2.752], [-2.290, -5.961, 0.843], [-3.331, -5.045, 0.828], [-3.105, -3.748, 0.394], [-1.829, -3.356, 0.001], [-0.799, -4.295, 0.004], [-1.022, -5.599, 0.413], [-1.357, -1.657, -0.527], [-1.453, -1.854, -2.358], [-2.053, -2.949, -2.972], [-2.069, -3.056, -4.357], [-1.484, -2.067, -5.130], [-0.910, -0.952, -4.535], [-0.894, -0.852, -3.157], [-1.419, -2.174, -6.632], [-0.140, -2.043, -7.048], [-1.875, -3.346, -7.079], [-2.126, -1.199, -7.222], [-2.890, -0.704, -0.197], [-3.616, -0.065, -1.196], [-4.764, 0.644, -0.878], [-5.179, 0.734, 0.441], [-4.456, 0.114, 1.451], [-3.314, -0.597, 1.128], [-6.434, 1.501, 0.767], [-7.531, 0.803, 0.441], [-6.478, 2.664, 0.085], [-6.510, 1.797, 2.074], [-4.317, -5.348, 1.156], [-3.933, -3.053, 0.363], [0.190, -4.003, -0.331], [-0.223, -6.328, 0.404], [-2.515, -3.731, -2.387], [-2.526, -3.912, -4.833], [-0.476, -0.175, -5.153], [-0.456, 0.021, -2.694], [-3.301, -0.123, -2.228], [-5.330, 1.134, -1.660], [-4.790, 0.185, 2.477], [-2.756, -1.091, 1.914]]
}

=====

[2]
{
  "formula": "C52H51BrCl2IrN6OS2",
  "method": "wB97M-V/def2-TZVPD",
  "s2": 8.8693,
  "total_energy_ev": -185330.2649,
  "gap_ev": [5.55, 6.10],
  "total_charge": 0,
  "de_lowest_ev": 1.527,
  "lumo_energy_ev": [-0.71, -1.75],
  "largest_force_ev_per_a": 3.5,
  "spin_multiplicity": 6,
  "e_homo_ev": [-6.3, -7.9],
  "species": ["Ir", "C", "C", "C", "C", "C", "C", "C", "Br", "C", "O", "C", "C", "C", "C", "C", "C", "H", "H", "H", "H", "H", "H", "H", "H", "H", "H", "H", "H", "H", "H", "H", "H", "H", "H", "H", "H", "S", "C", "N", "C", "C", "N", "C", "C", "C", "C", "C", "C", "C", "C", "S", "C", "C", "C", "C", "C", "C", "C", "H", "H", "H", "H", "H", "H", "H", "H", "H", "H", "H", "H", "H", "H", "H", "H", "H", "H", "Cl", "C", "C", "C", "C", "C", "Cl", "C", "N", "H", "H", "H", "C", "C", "C", "C", "C", "C", "C", "C", "N", "H", "H", "H", "H", "H", "H", "N", "C", "C", "C", "C", "C", "N", "C", "H", "H", "H", "H"],
  "coordinates": [[14.379, 13.566, 9.306], [13.586, 15.724, 17.963], [12.134, 16.111, 18.059], [11.224, 14.950, 18.467], [11.910, 17.223, 19.166], [11.651, 16.664, 16.739], [10.565, 16.200, 16.009], [10.255, 16.638, 14.767], [8.850, 15.724, 13.896], [11.134, 17.637, 14.047], [11.136, 17.914, 12.824], [12.062, 18.297, 14.945], [12.442, 17.690, 16.111], [12.580, 19.623, 14.501], [11.415, 20.512, 13.995], [13.499, 19.572, 13.258], [13.273, 20.394, 15.699], [13.897, 15.239, 18.860], [14.289, 16.559, 17.880], [13.706, 15.082, 17.098], [11.487, 14.532, 19.449], [11.331, 14.079, 17.796], [10.155, 15.221, 18.566], [12.142, 16.803, 20.169], [10.867, 17.501, 19.084], [12.494, 18.114, 18.868], [9.883, 15.475, 16.420], [13.414, 18.020, 16.523], [10.793, 19.920, 13.342], [11.849, 21.412, 13.541], [10.719, 20.813, 14.792], [13.049, 18.935, 12.475], [14.504, 19.215, 13.560], [13.548, 20.597, 12.920], [12.548, 20.493, 16.524], [13.677, 21.364, 15.396], [14.084, 19.739, 16.012], [12.346, 12.057, 9.834], [12.773, 10.560, 9.126], [11.799, 9.615, 8.980], [12.140, 8.273, 8.438], [13.490, 7.849, 8.970], [14.535, 8.843, 8.750], [15.756, 8.501, 8.058], [16.825, 7.770, 8.888], [16.739, 7.486, 10.273], [17.842, 6.928, 10.928], [19.059, 6.871, 10.296], [19.183, 7.204, 8.958], [18.034, 7.592, 8.237], [14.184, 10.190, 8.808], [15.320, 11.422, 8.626], [10.418, 9.935, 8.771], [9.439, 9.303, 9.767], [8.273, 8.738, 9.209], [7.419, 8.017, 9.981], [7.730, 7.885, 11.351], [8.781, 8.573, 11.914], [9.661, 9.323, 11.154], [12.140, 8.375, 7.292], [11.409, 7.578, 8.748], [13.782, 6.857, 8.451], [13.533, 7.566, 10.021], [16.111, 9.448, 7.641], [15.577, 7.885, 7.201], [15.816, 7.585, 10.817], [17.785, 6.586, 11.962], [19.917, 6.576, 10.904], [20.178, 7.266, 8.499], [18.133, 7.741, 7.102], [10.085, 9.546, 7.776], [10.332, 11.055, 8.866], [8.058, 8.967, 8.179], [6.509, 7.492, 9.566], [7.159, 7.180, 11.978], [8.960, 8.555, 12.984], [10.447, 9.891, 11.611], [18.147, 12.832, 9.174], [18.228, 14.552, 9.278], [19.394, 15.270, 9.370], [19.336, 16.642, 9.656], [18.114, 17.254, 9.944], [16.908, 16.622, 9.855], [15.466, 17.398, 10.277], [16.912, 15.193, 9.535], [15.861, 14.565, 9.097], [20.307, 14.727, 9.068], [20.310, 17.226, 9.664], [18.139, 18.315, 10.119], [13.958, 13.985, 7.304], [12.503, 14.026, 7.071], [11.941, 15.396, 7.106], [10.533, 15.524, 7.067], [9.729, 14.345, 7.049], [10.256, 13.094, 7.029], [11.637, 12.966, 6.989], [8.310, 14.557, 6.937], [7.182, 14.676, 6.798], [14.319, 14.991, 7.195], [14.448, 13.238, 6.692], [12.573, 16.239, 6.893], [10.007, 16.453, 7.071], [9.622, 12.224, 7.178], [12.005, 11.947, 6.896], [15.382, 16.882, 14.540], [15.494, 15.898, 13.930], [15.576, 14.700, 13.214], [16.401, 13.634, 13.693], [16.226, 12.445, 13.000], [15.531, 12.375, 11.809], [14.875, 13.417, 11.287], [14.776, 14.535, 12.093], [17.066, 13.763, 14.574], [16.759, 11.563, 13.322], [15.355, 11.422, 11.293], [14.038, 15.268, 11.809]]
}